Computed, not measured: a cluster of 9 separate species, C25H68N2O9 in total at a distorted geometry, with wB97M-V/def2-TZVPD.

Atoms and positions in Å:
H: 0.53 0.95 -3.97
H: -2.84 1.15 -0.05
H: -3.62 -0.81 -0.10
C: 1.16 -1.15 -3.42
H: 3.43 3.73 -1.82
C: 3.06 -1.44 0.37
H: 2.63 -2.63 3.64
H: 2.64 -0.90 2.96
C: 3.81 1.60 -1.67
H: -3.92 -0.41 3.22
O: -1.79 -2.27 -4.12
H: 0.33 0.18 -1.47
C: 2.42 -1.97 2.74
H: -0.56 -2.89 2.43
H: 0.54 -2.54 -4.96
H: 0.12 -2.53 0.09
H: 1.06 1.03 -0.07
H: 4.67 -1.81 2.51
H: 2.97 -3.37 1.39
C: 0.62 -0.08 -4.34
C: -1.32 -2.56 1.65
O: 4.74 3.14 -3.03
H: 2.01 3.53 0.11
H: -2.58 -4.33 1.85
H: -5.23 0.55 0.61
O: -1.24 2.02 -2.38
H: 0.14 2.84 0.56
H: 2.48 3.68 -4.13
O: 0.26 -1.36 -2.56
H: -3.85 -3.90 -3.83
C: 3.21 -2.37 1.60
O: 1.47 1.64 1.59
H: 2.04 -1.36 0.03
C: -0.61 1.06 4.06
C: 2.53 2.77 -3.43
H: -2.60 -3.47 0.21
C: 1.83 2.73 2.14
N: 0.44 1.02 -0.91
H: -2.40 2.14 3.35
H: -1.19 3.16 4.04
H: -1.09 -1.71 -3.72
H: 4.53 1.74 -0.86
O: -0.20 0.23 3.27
H: -3.83 -3.03 -5.42
C: 2.63 3.36 1.01
H: -4.75 1.11 2.96
H: 2.97 4.34 1.35
C: -2.02 -3.79 1.06
H: -2.35 -0.17 4.58
H: -5.62 -0.53 2.92
H: 1.56 -3.21 -3.75
C: -3.13 1.01 0.98
H: -0.29 -0.29 -4.77
H: 1.57 2.61 -2.90
H: -4.13 -1.44 -2.06
H: 1.18 1.08 2.31
H: 2.68 1.94 -4.10
H: 0.16 -1.18 0.97
H: -2.71 -2.63 -1.82
C: -2.94 -1.90 -3.84
O: 4.42 -2.44 1.78
H: -0.93 2.53 2.40
C: -3.08 -1.69 -2.27
H: 3.52 -1.81 -0.46
H: 5.33 3.42 -2.39
H: -3.00 -0.96 -4.42
H: 3.18 3.53 3.45
N: -0.42 2.93 -0.26
H: 0.23 1.48 4.59
H: 2.22 -2.26 -5.00
H: 1.16 0.06 -5.26
H: -2.27 0.71 1.54
C: -3.99 -2.91 -4.35
O: -2.06 -1.75 2.16
O: -4.16 -0.98 0.66
H: -0.84 -0.34 2.89
H: 1.04 3.42 2.34
H: -2.87 -1.68 1.61
C: 3.70 2.88 -2.45
H: -0.96 -0.43 5.76
C: -1.44 0.27 5.04
H: -3.30 2.02 1.26
C: 1.39 -2.29 -4.34
H: -2.41 -0.85 -1.92
H: 3.49 2.83 0.81
H: -1.04 3.73 -0.32
H: 4.09 0.76 -2.32
H: 2.91 1.36 -1.16
C: -0.52 -1.86 0.58
H: 1.36 -2.13 2.56
H: 3.53 -0.47 0.49
H: -1.28 -4.46 0.66
C: -4.70 0.06 2.63
H: -1.20 -1.43 -0.14
C: -1.29 2.27 3.41
C: 2.67 2.61 3.37
H: 0.23 -2.30 -2.27
H: 2.13 2.47 4.35
H: 3.37 1.76 3.41
H: -2.01 0.97 5.65
C: -4.42 0.12 1.14
H: 2.04 -0.79 -2.92
C: -0.45 2.00 -1.21
H: -5.01 -2.67 -4.16

Output
SMILES: NC(N)=O.CC(C)O.CC(C)O.CC(C)O.CC(C)O.CC(C)O.CC(C)O.CC(C)O.CC(C)O
Spin multiplicity: 1
Energy relative to the best compared isomer or geometry (same formula, charge and spin) (kJ/mol): 1076.30
Electronic energy (Ha): -1779.6188
Net charge: 0

These are the Löwdin partial charges, in e, on atoms 1 to 6: 0.06, 0.07, 0.06, -0.59, 0.13, 0.00

Computed, not measured: a cluster of 12 separate species, C25H70BrN27O13S in total at a distorted geometry, with wB97M-V/def2-TZVPD.

Atoms and positions in Å:
H: -1.67 -1.09 7.66
C: 3.41 -0.15 -7.73
O: 3.55 5.02 -4.95
C: 3.65 -2.85 1.44
C: -5.34 0.85 0.10
N: 8.16 8.45 -6.02
H: 0.15 -1.98 12.94
O: -6.56 -2.94 -1.96
H: -8.62 -1.37 -3.81
H: -2.47 5.64 0.80
S: 0.62 0.27 -0.04
C: 3.20 -1.31 3.44
H: 0.42 -4.33 -1.42
O: 0.77 -2.43 -1.97
H: -3.12 0.22 6.40
H: -5.76 0.29 2.07
C: 4.44 4.18 -5.05
N: 2.79 -2.62 0.28
H: -8.98 -3.69 -3.88
H: -2.70 -1.04 -0.74
O: 1.40 0.13 10.92
N: -2.37 -1.81 7.68
N: -1.75 -0.31 -5.27
N: 0.48 -3.20 0.86
C: -0.15 -4.44 1.36
H: -4.10 -3.24 2.62
C: 1.24 -3.61 -1.43
H: 5.51 4.79 -3.44
H: -0.69 0.67 9.00
N: 4.45 3.24 -6.04
H: 1.55 2.17 -1.23
N: -2.78 5.18 -0.04
H: 2.78 1.15 -9.16
H: -0.97 3.79 1.17
H: -1.81 -2.85 3.43
H: -2.28 -4.52 0.97
N: -8.22 -3.81 -3.24
H: 8.89 8.90 -5.51
C: -2.40 -1.14 -1.79
H: -0.97 2.53 -0.01
O: 4.58 -0.19 -8.08
N: -1.32 3.41 0.32
N: 1.25 1.07 6.48
N: -6.03 0.24 1.11
H: 3.60 -1.44 -6.17
Br: 2.34 0.43 3.29
H: 2.12 0.77 6.87
H: -2.45 -3.17 -2.45
H: 1.52 3.49 -2.36
H: -4.69 -0.39 5.99
C: -1.96 -2.86 2.35
O: -0.98 1.47 6.67
N: -3.05 -1.50 -6.76
H: -6.84 -0.29 0.86
H: 0.01 -1.91 11.22
N: -7.87 -1.52 -3.17
H: -3.94 1.62 1.44
C: 2.89 3.65 -0.78
C: -3.45 -2.53 2.12
N: -3.60 -1.10 -2.65
O: 8.18 6.74 -4.53
H: -3.66 -2.56 1.04
H: -4.08 -0.21 -2.55
H: -3.70 2.01 -0.23
C: 0.08 1.09 7.17
N: 2.94 -0.87 -6.66
N: 3.80 -2.75 -3.45
H: 5.17 2.54 -6.14
H: 2.94 5.28 -2.10
H: -1.55 -2.96 -0.96
O: 3.35 3.14 0.22
C: -1.62 -4.24 1.79
H: -2.18 -2.67 8.17
H: -3.65 -1.50 2.43
H: 4.23 -0.73 1.59
H: 7.79 8.88 -6.85
N: -4.24 1.55 0.48
C: -3.60 -1.70 7.08
H: 6.22 3.43 -4.24
H: 1.99 -0.84 -6.35
H: 4.56 -3.37 1.11
H: -1.74 -0.31 -2.05
C: -2.12 -0.51 -6.57
H: 1.51 0.66 -8.09
O: -4.43 -2.59 7.13
H: -3.44 -2.03 -6.00
N: 2.47 0.61 -8.37
H: -1.39 -2.05 1.89
H: 3.80 -1.30 4.34
C: -1.73 -2.52 -1.94
N: -3.80 -0.51 6.44
H: 6.38 5.77 -5.93
H: -0.14 -5.19 0.57
C: -7.49 -2.76 -2.74
H: 0.82 -2.70 1.67
C: 1.68 -3.48 0.04
H: 3.14 -3.55 2.10
O: -2.65 3.44 -1.50
H: 2.45 -2.09 3.52
O: -5.68 0.77 -1.07
N: 1.62 0.07 13.17
H: 1.00 0.35 8.91
C: 1.15 -0.41 11.99
N: 2.81 -1.35 -0.36
H: 1.22 1.38 5.52
C: -2.27 3.98 -0.47
C: 4.10 -1.61 2.21
O: 2.26 -4.22 -2.25
H: -0.38 -3.41 -3.41
H: -3.49 5.60 -0.60
N: 3.31 4.86 -1.27
H: -0.41 -1.66 -3.39
H: -1.81 -4.97 2.58
C: -0.43 -2.54 -2.75
H: 2.19 0.89 13.14
H: 5.09 -1.84 2.61
H: 6.33 7.05 -7.10
H: -7.97 -4.73 -2.94
C: 1.94 -0.54 -0.16
C: 3.10 -3.38 -2.78
C: 7.72 7.24 -5.54
H: -2.13 -0.83 -4.50
O: -1.66 0.14 -7.50
N: 1.90 3.07 -1.53
H: -7.35 -0.73 -2.83
H: -1.08 0.41 -5.10
H: 4.04 5.33 -0.76
H: 0.45 -4.84 2.19
N: 6.72 6.65 -6.27
H: 3.70 3.25 -6.70
H: -3.35 -1.68 -7.70
H: -4.25 -1.80 -2.30
N: 0.15 0.66 8.46
N: 0.37 -1.53 12.07
H: 2.00 -4.50 0.31
H: 1.42 -0.35 14.06
N: 5.49 4.11 -4.18

Output
SMILES: CCCCN[C@@H]([C@H](OC#N)OCCCN)N(CCCBr)N=C=S.NC(N)=O.NC(N)=O.NC(N)=O.NC(N)=O.NC(N)=O.NC(N)=O.NC(N)=O.NC(N)=O.NC(N)=O.NC(N)=O.NC(N)=O
Spin multiplicity: 1
Electronic energy (Ha): -6423.6754
Net charge: 0

These are the Löwdin partial charges, in e, on atoms 1 to 6: 0.06, -0.70, 0.00, -0.16, -0.68, 0.14